C3H3NO3 | wB97M-V/def2-TZVPD

Last column: natural (NBO) charge in e.
Positions of all 10 atoms, in Å:
O (-1.148, 0.563, -0.683)  -0.24
O (0.866, 1.002, -1.794)  -0.48
O (2.325, -0.537, 0.433)  -0.77
N (0.195, 0.336, -0.833)  0.19
C (0.666, -0.347, 0.181)  0.46
C (-0.402, -0.653, 1.047)  -0.35
C (-1.477, -0.070, 0.466)  0.16
H (1.808, 0.930, -1.530)  0.53
H (-0.322, -1.198, 1.960)  0.27
H (-2.509, -0.024, 0.754)  0.23

Computed properties:
HOMO energy (eV): -8.9
LUMO (eV): 0.24
SMILES: O=c1ccon1O
Orbital gap (eV): 9.101
Energy above the lowest of the compared OMol25 structures with the same formula, charge and spin (eV): 7.400



C3H3NO3 | wB97M-V/def2-TZVPD

Last column: natural (NBO) charge in e.
Positions of all 10 atoms, in Å:
O (1.242, -0.629, 1.523)  -0.66
O (-2.000, -0.077, 1.593)  -0.44
O (-1.240, 0.672, -0.941)  -0.55
N (-0.363, -0.272, -1.682)  -0.35
C (0.276, -0.229, 0.622)  -0.07
C (-1.067, -0.125, 0.898)  0.78
C (0.545, 0.099, -0.717)  0.25
H (1.520, 0.503, -0.992)  0.20
H (1.219, -0.049, 2.297)  0.48
H (-0.134, 0.108, -2.601)  0.35

Computed properties:
HOMO energy (eV): -8.8
LUMO (eV): -0.35
Orbital gap (eV): 8.458
Energy above the lowest of the compared OMol25 structures with the same formula, charge and spin (eV): 6.072



C3H3NO3 | wB97M-V/def2-TZVPD

Last column: natural (NBO) charge in e.
Positions of all 10 atoms, in Å:
O (-1.564, -0.130, 2.285)  -0.50
O (-0.346, -1.110, 0.602)  -0.56
O (0.713, 1.598, -2.428)  -0.53
N (0.887, 0.023, -0.773)  -0.66
C (-1.316, -1.061, 1.591)  0.65
C (1.024, 1.332, -1.301)  0.55
C (0.356, 0.045, 0.456)  0.35
H (-1.851, -2.020, 1.569)  0.13
H (0.706, -0.723, -1.449)  0.40
H (1.391, 2.045, -0.552)  0.15

Computed properties:
HOMO energy (eV): -9.9
LUMO (eV): 0.35
Orbital gap (eV): 10.273
Energy above the lowest of the compared OMol25 structures with the same formula, charge and spin (eV): 2.675



C3H3NO3 | wB97M-V/def2-TZVPD

Last column: natural (NBO) charge in e.
Positions of all 10 atoms, in Å:
O (0.740, -0.132, -0.818)  -0.52
O (1.481, -0.041, 1.319)  -0.54
O (-0.909, -1.536, 0.837)  -0.48
N (-0.964, 1.467, -0.918)  -0.58
C (-0.460, 0.425, -0.429)  0.44
C (-1.240, -0.412, 0.558)  0.37
C (1.552, -0.505, 0.219)  0.66
H (-2.140, 0.074, 0.966)  0.15
H (-0.342, 1.900, -1.604)  0.36
H (2.283, -1.239, -0.130)  0.14

Computed properties:
HOMO energy (eV): -10.8
LUMO (eV): -0.33
SMILES: [H]/N=C(/C=O)OC=O
Orbital gap (eV): 10.470
Energy above the lowest of the compared OMol25 structures with the same formula, charge and spin (eV): 1.534



C3H3NO3S | wB97M-V/def2-TZVPD

Last column: natural (NBO) charge in e.
Positions of all 11 atoms, in Å:
S (-2.269, -0.730, -0.120)  0.19
O (1.159, 0.406, -1.238)  -0.36
O (1.051, 1.134, 2.072)  -0.56
O (0.906, -0.579, 0.665)  -0.50
N (0.790, 1.417, -0.290)  -0.36
C (0.934, 0.763, 0.923)  0.85
C (0.665, -0.797, -0.715)  0.30
C (-0.901, -0.909, -0.929)  -0.35
H (-0.917, -1.015, -2.032)  0.18
H (1.316, -1.503, -1.252)  0.22
H (1.255, 2.256, -0.426)  0.40

Computed properties:
HOMO energy (eV): -9.3
LUMO (eV): -0.93
SMILES: O=C1NO[C@H](C=S)O1
Orbital gap (eV): 8.335
Energy above the lowest of the compared OMol25 structures with the same formula, charge and spin (eV): 3.599



C3H3NO3S3 | wB97M-V/def2-TZVPD

Last column: natural (NBO) charge in e.
Positions of all 13 atoms, in Å:
S (0.332, -0.829, -0.832)  0.00
S (-1.160, 2.589, 1.787)  1.26
S (-1.094, -1.059, 1.698)  0.00
O (2.240, 2.076, -0.632)  -0.31
O (-1.002, 2.248, 3.180)  -0.92
O (1.931, 3.819, 0.649)  -0.33
N (1.658, 2.735, 0.183)  0.52
C (-0.638, 1.295, 0.573)  -0.17
C (-0.942, -0.010, 0.168)  -0.53
C (0.296, 2.250, 0.622)  -0.12
H (0.632, -1.928, 0.100)  0.17
H (-1.902, -0.140, -0.313)  0.27
H (-1.348, -0.164, 2.658)  0.15

Computed properties:
HOMO energy (eV): -9.9
LUMO (eV): -1.15
Orbital gap (eV): 8.790
Energy above the lowest of the compared OMol25 structures with the same formula, charge and spin (eV): 0.135



C3H3NO4 | wB97M-V/def2-TZVPD

Last column: natural (NBO) charge in e.
Positions of all 11 atoms, in Å:
O (1.235, 0.798, -0.200)  -0.43
O (-1.205, -1.756, -0.065)  -0.70
O (1.052, -1.441, -0.144)  -0.44
O (3.158, -0.198, 0.081)  -0.57
N (-1.253, 1.245, 0.022)  -0.84
C (-0.082, 0.434, -0.255)  0.22
C (-0.160, -0.869, -0.140)  0.52
C (1.922, -0.291, -0.032)  0.95
H (-1.203, 2.162, -0.634)  0.38
H (-1.371, 1.514, 1.000)  0.38
H (-2.093, -1.598, 0.367)  0.53

Computed properties:
HOMO energy (eV): -9.0
LUMO (eV): 0.23
SMILES: Nc1oc(=O)oc1O
Orbital gap (eV): 9.262
Energy above the lowest of the compared OMol25 structures with the same formula, charge and spin (eV): 2.521



C3H3NO5 | wB97M-V/def2-TZVPD

Last column: natural (NBO) charge in e.
Positions of all 12 atoms, in Å:
O (-1.779, -0.572, -0.723)  -0.71
O (1.930, -0.306, -0.698)  -0.67
O (-0.390, -2.081, 0.220)  -0.58
O (0.307, 0.910, -1.679)  -0.64
O (1.113, 1.538, 1.630)  -0.40
N (-0.811, 0.146, 1.414)  -0.75
C (0.215, 0.863, 1.347)  0.93
C (0.680, 0.153, -0.811)  0.56
C (-0.709, -0.953, -0.010)  0.79
H (-1.499, 0.191, 2.162)  0.45
H (2.479, 0.071, -1.410)  0.49
H (-1.536, 0.042, -1.443)  0.52

Computed properties:
HOMO energy (eV): -9.3
LUMO (eV): -0.83
Orbital gap (eV): 8.442
Energy above the lowest of the compared OMol25 structures with the same formula, charge and spin (eV): 3.328



C3H3NOS | wB97M-V/def2-TZVPD

Last column: natural (NBO) charge in e.
Positions of all 9 atoms, in Å:
S (-1.218, 2.349, -0.913)  -0.24
O (0.424, -2.673, 1.378)  -0.39
N (-0.104, 1.132, -1.053)  -0.56
C (0.250, -1.550, 1.205)  0.78
C (0.208, 0.091, -0.348)  0.11
C (-0.116, -0.307, 0.976)  -0.60
H (-0.617, 0.429, 1.535)  0.30
H (0.855, -0.632, -0.831)  0.18
H (0.318, 1.163, -1.950)  0.41

Computed properties:
HOMO energy (alpha / beta) (eV): -7.5 / -7.5
LUMO (alpha / beta) (eV): -0.05 / -0.05
SMILES: O=C=C/C=[NH+]\[S-]
Orbital gap (alpha / beta) (eV): 7.476 / 7.474
Energy above the lowest of the compared OMol25 structures with the same formula, charge and spin (eV): 1.981



C3H3NOS | wB97M-V/def2-TZVPD

Last column: natural (NBO) charge in e.
Positions of all 9 atoms, in Å:
S (-0.222, -1.126, -0.137)  0.29
O (0.742, 1.198, -0.173)  -0.49
N (3.532, -0.568, -0.035)  -0.19
C (2.405, -0.314, 0.066)  0.17
C (1.071, 0.037, -0.069)  0.25
C (-1.612, 0.020, 0.058)  -0.76
H (-1.844, 0.351, 1.103)  0.24
H (-2.528, -0.488, -0.241)  0.24
H (-1.544, 0.889, -0.573)  0.25

Computed properties:
HOMO energy (eV): -10.3
LUMO (eV): -0.67
SMILES: CSC(=O)C#N
Orbital gap (eV): 9.615
Energy above the lowest of the compared OMol25 structures with the same formula, charge and spin (eV): 0.790



C3H3NOS | wB97M-V/def2-TZVPD

Last column: natural (NBO) charge in e.
Positions of all 9 atoms, in Å:
S (2.217, 1.351, 0.050)  0.17
O (1.124, -2.093, 0.018)  -0.54
N (-0.773, -0.703, 0.080)  -0.59
C (-0.581, 0.743, 0.059)  -0.29
C (0.907, 0.452, -0.006)  -0.20
C (0.532, -1.068, 0.029)  0.62
H (-1.041, 1.546, 0.766)  0.23
H (-1.568, -1.210, -0.037)  0.40
H (-0.818, 0.982, -0.960)  0.20

Computed properties:
HOMO energy (eV): -9.0
LUMO (eV): -0.92
SMILES: O=C1NCC1=S
Orbital gap (eV): 8.104
Energy above the lowest of the compared OMol25 structures with the same formula, charge and spin (eV): 1.289



C3H3NOS | wB97M-V/def2-TZVPD

Last column: natural (NBO) charge in e.
Positions of all 9 atoms, in Å:
S (-1.029, -0.796, 1.780)  -0.01
O (1.081, -2.509, -0.433)  -0.22
N (0.676, -1.385, -0.368)  0.24
C (-0.128, 0.851, -0.170)  -0.36
C (0.605, -0.204, -0.791)  -0.04
C (-0.863, 0.668, 0.956)  -0.31
H (1.138, 0.042, -1.705)  0.25
H (-0.080, 1.822, -0.633)  0.23
H (-1.401, 1.512, 1.364)  0.22

Computed properties:
HOMO energy (alpha / beta) (eV): -8.2 / -8.2
LUMO (alpha / beta) (eV): -2.06 / -2.07
SMILES: O=N/C=C\C=S
Orbital gap (alpha / beta) (eV): 6.180 / 6.163
Energy above the lowest of the compared OMol25 structures with the same formula, charge and spin (eV): 4.242